Entry 1:
Entry from the Open Molecules 2025 dataset: C40H47FP3Pt as an isolated structure in a non-equilibrium geometry (wB97M-V/def2-TZVPD).

Geometry (Å):
Pt (-0.64406, -1.52754, 0.35361)
C (-3.36495, 1.13200, -0.12755)
C (-2.40556, 1.94007, -1.00078)
P (-0.87996, 2.52797, -0.12637)
C (0.38265, 2.95080, -1.35628)
C (0.12911, 3.13259, -2.71104)
C (1.17368, 3.48405, -3.55411)
C (2.46863, 3.62995, -3.05888)
C (2.71880, 3.45562, -1.70345)
C (1.68540, 3.09733, -0.85909)
C (-1.34687, 4.11298, 0.64673)
C (-0.64235, 5.27342, 0.32137)
C (-1.04808, 6.48924, 0.84124)
C (-2.10383, 6.55038, 1.73932)
C (-2.77404, 5.38719, 2.09897)
C (-2.37360, 4.16652, 1.58525)
P (-2.83640, -0.59002, 0.34664)
C (-3.18954, -0.71526, 2.13452)
C (-4.45050, -0.44434, 2.65946)
C (-4.66809, -0.61392, 4.01715)
C (-3.64786, -1.04665, 4.84979)
C (-2.38770, -1.30687, 4.33141)
C (-2.16584, -1.14120, 2.97823)
C (-3.96177, -1.67106, -0.56619)
C (-3.42363, -2.79519, -1.18880)
C (-4.23639, -3.67439, -1.87655)
C (-5.60163, -3.42208, -1.95196)
C (-6.14375, -2.30397, -1.33219)
C (-5.33238, -1.42179, -0.64257)
H (-4.29875, 1.01424, -0.68643)
H (-3.59442, 1.67289, 0.79376)
H (-2.93049, 2.83363, -1.35376)
H (-2.08083, 1.35018, -1.86092)
H (-0.87138, 3.06103, -3.10640)
H (0.97525, 3.66956, -4.59933)
H (3.27505, 3.88438, -3.73063)
H (3.71228, 3.60190, -1.30734)
H (1.86726, 2.93763, 0.19504)
H (0.21420, 5.22399, -0.33610)
H (-0.53094, 7.39157, 0.55219)
H (-2.39242, 7.49566, 2.17077)
H (-3.60605, 5.43630, 2.78401)
H (-2.84672, 3.25938, 1.93067)
H (-5.25943, -0.12297, 2.02159)
H (-5.64884, -0.41930, 4.42207)
H (-3.83492, -1.19322, 5.90191)
H (-1.59584, -1.64458, 4.98057)
H (-1.16589, -1.33808, 2.55724)
H (-2.34984, -2.96025, -1.12635)
H (-3.81841, -4.55096, -2.34789)
H (-6.24090, -4.09830, -2.49774)
H (-7.20791, -2.11664, -1.37798)
H (-5.76843, -0.56213, -0.15282)
C (1.20833, -4.60755, 1.92851)
C (0.93419, -4.59677, 0.43043)
C (1.78109, -5.61366, -0.31259)
C (-0.54939, -4.86353, 0.17050)
P (1.20939, -2.83125, -0.24283)
C (1.32856, -2.86201, -2.04448)
C (2.39282, -3.46337, -2.72381)
C (2.46887, -3.37458, -4.09933)
C (1.47413, -2.71885, -4.81377)
C (0.42184, -2.10589, -4.14337)
C (0.35079, -2.16926, -2.76734)
C (2.76079, -1.88213, 0.35561)
C (2.39909, -1.27792, 1.71227)
C (3.98479, -2.78364, 0.41610)
C (2.98465, -0.76650, -0.66537)
H (0.86378, -5.55433, 2.34165)
H (0.66154, -3.81387, 2.44080)
H (2.26723, -4.52509, 2.16083)
H (1.57564, -6.59935, 0.10586)
H (2.84536, -5.43238, -0.20168)
H (1.52519, -5.64374, -1.36823)
H (-0.80782, -5.86304, 0.51463)
H (-0.77244, -4.81487, -0.89513)
H (-1.18050, -4.14793, 0.71628)
H (3.16220, -3.98448, -2.17725)
H (3.29616, -3.82872, -4.62227)
H (1.52116, -2.68054, -5.89095)
H (-0.33458, -1.58875, -4.71233)
H (-0.44487, -1.65897, -2.22062)
H (2.25689, -2.03079, 2.48535)
H (1.49252, -0.66287, 1.62318)
H (3.20339, -0.62298, 2.04356)
H (3.86274, -3.63533, 1.08087)
H (4.82020, -2.19252, 0.79637)
H (4.27045, -3.13331, -0.57443)
H (2.07779, -0.19196, -0.84073)
H (3.33837, -1.15806, -1.61616)
H (3.73858, -0.08104, -0.28361)
F (-0.03553, 0.52958, -0.43370)

Output
M	834.814	u
HOMO (spin up / spin down)	-15.80 / -16.28	eV
expectation value of S²	6.0180
E_LUMO (spin up / spin down)	-8.30 / -12.99	eV
spin multiplicity	5
gap between HOMO and LUMO (spin up / spin down)	7.496 / 3.283	eV
total charge	+3


Entry 2:
Entry from the Open Molecules 2025 dataset: C40H47GeNO2P2PdS2Se as an isolated structure in a non-equilibrium geometry (wB97M-V/def2-TZVPD).

Geometry (Å):
Pd (0.17567, 0.34129, -0.50948)
C (5.69744, 0.89099, 6.22517)
S (4.91205, 2.48373, 5.85665)
C (3.25778, 1.92266, 5.33382)
C (3.24697, 1.37280, 3.91758)
C (1.82900, 0.95282, 3.51603)
N (1.65939, 0.68429, 2.10083)
P (1.66659, -0.90645, 1.29817)
C (3.29181, -1.43073, 1.97709)
C (3.47538, -1.92152, 3.26419)
C (4.75313, -2.11221, 3.76230)
C (5.86045, -1.81120, 2.98564)
C (5.68350, -1.34948, 1.69251)
C (4.40714, -1.16242, 1.19170)
C (0.47284, -1.82289, 2.32317)
C (0.64372, -3.17625, 2.59883)
C (-0.38462, -3.89569, 3.17450)
C (-1.59851, -3.28719, 3.45219)
C (-1.77830, -1.94370, 3.17199)
C (-0.74130, -1.21401, 2.61818)
P (1.20943, 1.78749, 0.89641)
C (2.78883, 2.17359, 0.03657)
C (2.94443, 1.58452, -1.21902)
C (4.15266, 1.66112, -1.88774)
C (5.22436, 2.31446, -1.30146)
C (5.08106, 2.89893, -0.05411)
C (3.86780, 2.83897, 0.60849)
C (0.54021, 3.26023, 1.69069)
C (-0.69930, 3.08319, 2.30938)
C (-1.38648, 4.16863, 2.81141)
C (-0.84620, 5.44163, 2.68982)
C (0.36097, 5.62688, 2.03457)
C (1.04824, 4.54171, 1.51888)
H (6.68033, 1.11713, 6.62522)
H (5.79135, 0.29755, 5.32015)
H (5.10788, 0.36350, 6.96975)
H (2.62831, 2.81067, 5.40191)
H (2.91155, 1.18233, 6.05575)
H (3.91819, 0.51811, 3.83385)
H (3.60276, 2.14425, 3.23667)
H (1.13017, 1.74767, 3.80683)
H (1.55369, 0.04862, 4.06978)
H (2.62372, -2.15285, 3.88606)
H (4.88851, -2.49158, 4.76517)
H (6.85486, -1.92959, 3.39348)
H (6.54533, -1.13571, 1.07863)
H (4.26449, -0.80847, 0.18035)
H (1.57084, -3.66174, 2.33497)
H (-0.24455, -4.94325, 3.39354)
H (-2.40596, -3.86349, 3.87906)
H (-2.72971, -1.46814, 3.36735)
H (-0.88171, -0.16457, 2.37974)
H (2.10784, 1.03410, -1.67678)
H (4.26093, 1.19984, -2.85751)
H (6.17109, 2.36635, -1.81857)
H (5.92080, 3.39707, 0.40893)
H (3.76582, 3.30654, 1.57681)
H (-1.13184, 2.09163, 2.35345)
H (-2.34540, 4.02689, 3.28912)
H (-1.37623, 6.29209, 3.09172)
H (0.76505, 6.62056, 1.91004)
H (1.96211, 4.68683, 0.96131)
O (0.60858, -2.54829, -0.19088)
C (-0.18180, -1.95363, -0.95153)
O (0.13743, -1.24837, -1.94888)
C (-1.66175, -2.23883, -0.74403)
C (-2.07708, -3.53521, -1.00548)
C (-3.39636, -3.91776, -0.84506)
C (-4.32456, -2.98722, -0.40765)
C (-3.92990, -1.69487, -0.14003)
C (-2.59875, -1.30351, -0.29584)
S (-2.25232, 0.34866, 0.13518)
H (-1.33348, -4.24038, -1.34390)
H (-3.69819, -4.93195, -1.05841)
H (-5.35789, -3.26999, -0.27250)
H (-4.63676, -0.95584, 0.20773)
C (-1.90634, 4.93704, -4.40608)
Ge (-2.73926, 4.73750, -2.61947)
C (-1.65686, 5.71619, -1.28057)
C (-4.62580, 5.37434, -2.58737)
C (-2.64901, 2.81604, -2.06029)
Se (-0.79816, 2.18070, -2.21681)
C (-1.04526, 0.94258, -3.68963)
H (-1.80576, 5.98850, -4.65730)
H (-2.48278, 4.45551, -5.19036)
H (-0.91543, 4.49092, -4.37831)
H (-1.40043, 6.70957, -1.63560)
H (-0.73627, 5.16726, -1.09364)
H (-2.19595, 5.81767, -0.34274)
H (-4.66820, 6.41171, -2.90688)
H (-5.01762, 5.31491, -1.57614)
H (-5.26768, 4.78960, -3.23990)
H (-3.27522, 2.14650, -2.64843)
H (-2.94112, 2.72880, -1.01377)
H (-1.44046, 1.47036, -4.55715)
H (-1.71687, 0.14979, -3.36154)
H (-0.06534, 0.51541, -3.90268)

Output
M	957.893	u
HOMO (spin up / spin down)	-6.81 / -7.02	eV
expectation value of S²	2.0139
E_LUMO (spin up / spin down)	0.25 / -1.47	eV
spin multiplicity	3
gap between HOMO and LUMO (spin up / spin down)	7.057 / 5.548	eV


Calculated E, -76044.344 -213418.244 eV (same order as the records).